1.
The following is a DFT calculation (wB97M-V/def2-TZVPD) of 4 unconnected molecules or ions with the total composition C23H46B2N4O13S3.

XYZ file:
```
91
C23H46B2N4O13S3, DFT wB97M-V/def2-TZVPD
C 5.28 0.54 -0.13
C 5.69 1.45 1.03
O 4.70 1.48 2.06
B 3.70 2.42 1.97
O 3.89 3.65 2.57
C 2.38 2.04 1.18
N 2.00 0.79 1.29
C 0.88 0.40 0.64
C 0.44 -0.93 0.74
C -0.68 -1.34 0.09
C -1.10 -2.79 0.11
N -0.52 -3.56 -0.99
C -1.43 -0.40 -0.65
C -1.05 0.90 -0.79
C -1.89 1.86 -1.58
B -2.85 2.59 -0.57
O -3.95 1.90 -0.13
O -2.60 3.87 -0.13
C 0.14 1.32 -0.15
N 0.57 2.60 -0.29
C 1.65 2.96 0.35
C 2.06 4.40 0.16
C 1.36 5.33 1.17
N 1.26 6.73 0.77
H 4.52 -0.14 0.25
H 4.87 1.09 -0.98
H 6.12 -0.07 -0.46
H 6.60 1.06 1.49
H 5.93 2.46 0.69
H 3.35 3.82 3.34
H 1.02 -1.64 1.32
H -2.19 -2.86 0.01
H -0.79 -3.25 1.04
H -0.79 -3.16 -1.88
H 0.49 -3.51 -0.92
H -2.34 -0.71 -1.16
H -1.27 2.61 -2.07
H -2.44 1.29 -2.32
H -4.40 2.41 0.55
H -2.66 3.97 0.83
H 1.69 4.68 -0.82
H 3.14 4.52 0.17
H 1.83 5.27 2.15
H 0.34 4.96 1.29
H 2.17 7.08 0.48
H 0.66 6.79 -0.05
C -6.00 0.92 -2.80
C -6.43 -0.51 -2.51
O -5.80 -1.47 -3.40
S -4.28 -1.81 -3.12
C -4.17 -3.24 -4.14
O -4.12 -2.16 -1.74
O -3.44 -0.78 -3.67
H -4.94 1.04 -2.58
H -6.56 1.60 -2.17
H -6.17 1.18 -3.84
H -6.19 -0.79 -1.48
H -7.49 -0.64 -2.66
H -4.82 -4.01 -3.73
H -3.13 -3.56 -4.11
H -4.46 -2.97 -5.15
C -2.06 1.47 6.39
C -1.26 0.63 5.43
O -2.09 -0.06 4.46
S -2.67 0.80 3.26
C -3.19 -0.52 2.24
O -1.59 1.51 2.63
O -3.81 1.54 3.70
H -2.53 2.32 5.89
H -1.40 1.85 7.18
H -2.85 0.88 6.86
H -0.51 1.21 4.90
H -0.75 -0.18 5.95
H -2.32 -1.09 1.92
H -3.69 -0.08 1.38
H -3.88 -1.15 2.81
C 5.17 -6.57 -2.26
C 5.55 -5.35 -1.43
O 5.08 -4.11 -2.01
S 3.54 -3.78 -1.85
C 3.61 -2.09 -2.32
O 3.19 -3.88 -0.46
O 2.78 -4.51 -2.82
H 4.10 -6.74 -2.25
H 5.66 -7.45 -1.84
H 5.49 -6.44 -3.29
H 5.18 -5.43 -0.41
H 6.63 -5.23 -1.39
H 4.21 -1.54 -1.59
H 2.58 -1.72 -2.33
H 4.04 -2.02 -3.32
```

Properties
energy relative to the best compared isomer or geometry (same formula, charge and spin): 0.0 kcal/mol
structure (SMILES): CCOB(O)c1nc2cc(CN)cc(CB(O)O)c2nc1CCN.CCOS(C)(=O)=O.CCOS(C)(=O)=O.CCOS(C)(=O)=O
spin multiplicity: 1
LUMO level: 0.049 eV
calculated total energy: -91038.172 eV
net charge: 0

=====

2.
The following is a DFT calculation (wB97M-V/def2-TZVPD) of 11 unconnected molecules or ions with the total composition C44H67Cl2IN2O31 in a non-equilibrium geometry.

XYZ file:
```
147
C44H67Cl2IN2O31, DFT wB97M-V/def2-TZVPD
C -2.04 -1.34 5.07
C -1.57 -2.20 3.73
C -1.85 -1.31 2.38
C -3.34 -1.51 1.72
N -3.41 -1.32 0.22
C -2.83 0.02 -0.22
I -4.08 0.91 -1.81
O -1.39 -0.01 -0.53
C -1.11 -0.59 -1.85
C 0.46 -1.14 -2.01
N 1.07 -0.73 -3.36
C 1.40 -0.35 -0.88
C 1.49 1.28 -1.15
C 0.88 2.19 0.10
C -0.20 3.25 -0.61
C 0.58 -2.78 -1.91
Cl 1.74 -3.44 -0.57
C -0.11 -3.76 -2.81
C 0.05 -5.40 -2.72
Cl -1.24 -3.15 -4.20
H -3.10 -0.88 4.89
H -2.03 -2.07 6.01
H -1.25 -0.51 5.27
H -2.06 -3.28 3.70
H -0.40 -2.33 3.83
H -1.03 -1.62 1.58
H -1.70 -0.17 2.60
H -4.11 -0.81 2.29
H -3.70 -2.63 1.92
H -2.92 -2.11 -0.26
H -2.96 0.74 0.71
H -1.20 0.27 -2.67
H -1.91 -1.41 -2.06
H 2.09 -0.51 -3.20
H 1.09 -1.54 -4.02
H 2.53 -0.73 -0.94
H 1.05 -0.59 0.23
H 2.63 1.59 -1.22
H 0.99 1.62 -2.16
H 1.70 2.81 0.66
H 0.22 1.55 0.85
H -0.51 4.11 0.12
H -1.15 2.63 -0.91
H 0.24 3.71 -1.62
H 0.38 -5.85 -3.77
H -0.98 -5.93 -2.44
H 0.84 -5.76 -1.93
O -0.11 -0.42 7.15
C -0.93 -0.14 8.01
O -0.61 0.32 9.26
C -1.82 0.73 9.86
C -2.86 -0.06 9.14
O -2.28 -0.26 7.86
H -1.81 0.52 10.94
H -1.94 1.81 9.72
H -3.03 -1.04 9.60
H -3.81 0.47 9.06
O -0.52 6.69 -1.76
C -0.17 6.41 -2.89
O 0.86 5.57 -3.20
C 0.80 5.34 -4.59
C 0.08 6.54 -5.11
O -0.75 6.91 -4.02
H 1.81 5.24 -5.01
H 0.25 4.41 -4.78
H 0.76 7.37 -5.34
H -0.52 6.32 -5.99
O -1.01 13.34 -0.56
C -1.03 12.13 -0.43
O -0.17 11.27 -1.05
C -0.38 10.00 -0.46
C -1.77 10.08 0.07
O -1.93 11.46 0.35
H -0.27 9.21 -1.21
H 0.36 9.84 0.33
H -2.52 9.79 -0.68
H -1.91 9.48 0.97
O -1.47 3.62 9.73
C -0.26 3.71 9.82
O 0.52 4.56 9.09
C 1.82 4.51 9.65
C 1.85 3.18 10.32
O 0.50 2.96 10.67
H 2.58 4.61 8.87
H 1.93 5.35 10.35
H 2.19 2.38 9.65
H 2.49 3.19 11.21
O 4.96 -6.66 -8.10
C 4.14 -6.38 -7.24
O 4.46 -5.92 -5.99
C 3.25 -5.51 -5.38
C 2.21 -6.30 -6.11
O 2.79 -6.50 -7.39
H 3.26 -5.72 -4.31
H 3.13 -4.43 -5.53
H 2.03 -7.28 -5.65
H 1.26 -5.77 -6.19
O -2.57 -5.26 3.79
C -2.22 -5.53 2.66
O -1.19 -6.38 2.35
C -1.25 -6.61 0.96
C -1.97 -5.41 0.44
O -2.80 -5.03 1.53
H -0.25 -6.70 0.53
H -1.80 -7.54 0.77
H -1.29 -4.58 0.21
H -2.57 -5.63 -0.44
O -0.18 -9.35 -3.93
C 0.16 -9.93 -4.95
O -0.13 -9.49 -6.21
C 0.62 -10.30 -7.11
C 0.87 -11.54 -6.32
O 0.88 -11.09 -4.98
H 0.06 -10.48 -8.02
H 1.55 -9.77 -7.36
H 0.07 -12.28 -6.44
H 1.82 -12.01 -6.58
O -5.10 -9.87 0.97
C -4.69 -9.50 2.06
O -5.38 -9.63 3.22
C -4.50 -9.29 4.27
C -3.49 -8.41 3.59
O -3.49 -8.89 2.26
H -5.03 -8.77 5.08
H -4.05 -10.21 4.67
H -3.79 -7.36 3.59
H -2.50 -8.50 4.04
O 1.43 10.33 -5.90
C 1.21 11.37 -5.30
O 0.28 11.52 -4.32
C 0.50 12.80 -3.74
C 1.19 13.55 -4.83
O 1.87 12.54 -5.55
H -0.45 13.26 -3.45
H 1.12 12.68 -2.85
H 0.48 14.05 -5.51
H 1.89 14.30 -4.44
O 5.06 0.18 -3.03
C 5.53 1.14 -2.45
O 4.79 2.15 -1.90
C 5.68 2.94 -1.14
C 7.01 2.66 -1.76
O 6.87 1.35 -2.26
H 5.41 4.00 -1.20
H 5.63 2.62 -0.09
H 7.24 3.33 -2.59
H 7.83 2.71 -1.03
```

Properties
structure (SMILES): CCCCN[C@H](I)OC[C@@](N)(CCCC)/C(Cl)=C(/C)Cl.O=C1OCCO1.O=C1OCCO1.O=C1OCCO1.O=C1OCCO1.O=C1OCCO1.O=C1OCCO1.O=C1OCCO1.O=C1OCCO1.O=C1OCCO1.O=C1OCCO1
spin multiplicity: 1
LUMO level: 0.239 eV
calculated total energy: -146305.139 eV
net charge: 0

=====

3.
The following is a DFT calculation (wB97M-V/def2-TZVPD) of a gas-phase ion, C5H5FN (charge +1) in a non-equilibrium geometry.

XYZ file:
```
12
C5H5FN, DFT wB97M-V/def2-TZVPD
C -1.35 0.97 -0.55
C -0.13 0.20 -0.28
C 1.08 0.57 0.24
C 1.57 -0.64 0.93
N 0.82 -1.78 0.58
C -0.13 -1.32 -0.16
F -1.04 -1.99 -0.71
H -2.15 0.43 0.01
H -1.62 0.81 -1.61
H -1.05 1.93 -0.33
H 1.79 1.40 0.10
H 2.22 -0.60 1.76
```

Properties
energy relative to the best compared isomer or geometry (same formula, charge and spin): 92.0 kcal/mol
structure (SMILES): CC1=CC=[N+]=C1F
spin multiplicity: 1
LUMO level: -8.109 eV
calculated total energy: -9462.741 eV
net charge: +1

=====

4.
The following is a DFT calculation (wB97M-V/def2-TZVPD) of a molecular structure, C21H25N5Pt in a non-equilibrium geometry.

XYZ file:
```
52
C21H25N5Pt, DFT wB97M-V/def2-TZVPD
Pt -0.57 0.48 -0.48
C -2.82 1.71 3.03
C -3.94 0.90 2.92
C -4.10 0.11 1.79
C -3.15 0.16 0.79
N -2.04 0.94 0.92
C -1.88 1.69 2.01
C -3.25 -0.51 -0.52
C -4.38 -1.09 -1.06
C -4.31 -1.59 -2.36
C -3.14 -1.47 -3.10
C -2.04 -0.88 -2.50
N -2.12 -0.45 -1.23
C -0.74 -0.58 -3.14
C -0.35 -1.05 -4.38
C 0.82 -0.57 -4.94
C 1.58 0.36 -4.25
C 1.15 0.76 -3.00
N 0.02 0.30 -2.46
H -2.67 2.35 3.89
H -4.68 0.88 3.70
H -4.96 -0.54 1.69
H -0.99 2.30 2.05
H -5.30 -1.15 -0.50
H -5.18 -2.05 -2.81
H -3.10 -1.82 -4.12
H -0.95 -1.79 -4.90
H 1.13 -0.92 -5.92
H 2.48 0.77 -4.67
H 1.71 1.48 -2.42
C 4.62 -0.41 2.06
C 3.33 -0.04 2.78
N 2.16 0.13 1.89
C 1.22 -0.99 1.86
C 1.68 -2.14 0.97
C 2.00 1.24 1.17
C 2.94 2.39 1.42
N 1.07 1.43 0.25
H 5.46 -0.28 2.74
H 4.80 0.20 1.18
H 4.61 -1.46 1.75
H 3.46 0.87 3.36
H 3.06 -0.82 3.49
H 0.25 -0.63 1.53
H 1.09 -1.33 2.89
H 1.70 -1.84 -0.08
H 0.99 -2.98 1.08
H 2.67 -2.49 1.25
H 2.92 2.67 2.48
H 2.65 3.26 0.84
H 3.97 2.13 1.17
H 1.14 2.36 -0.14
```

Properties
energy relative to the best compared isomer or geometry (same formula, charge and spin): 0.0 kcal/mol
spin multiplicity: 1
LUMO level: -6.876 eV
calculated total energy: -32868.377 eV
net charge: +2

=====

5.
The following is a DFT calculation (wB97M-V/def2-TZVPD) of C3H6O in the gas phase in a non-equilibrium geometry.

XYZ file:
```
10
C3H6O, DFT wB97M-V/def2-TZVPD
C -0.39 -1.20 0.31
C 0.55 -0.17 -0.24
C 0.09 1.25 -0.22
O 1.67 -0.43 -0.60
H -0.59 -0.97 1.37
H -0.03 -2.22 0.22
H -1.36 -1.13 -0.20
H 0.21 1.68 -1.24
H 0.78 1.81 0.43
H -0.93 1.36 0.16
```

Properties
energy relative to the best compared isomer or geometry (same formula, charge and spin): 1.7 kcal/mol
structure (SMILES): CC(C)=O
spin multiplicity: 1
LUMO level: 0.962 eV
calculated total energy: -5255.620 eV
net charge: 0

=====

6.
The following is a DFT calculation (wB97M-V/def2-TZVPD) of C7H14ClOP in the gas phase.

XYZ file:
```
24
C7H14ClOP, DFT wB97M-V/def2-TZVPD
C -2.82 -0.84 -0.96
C -0.74 -0.22 0.17
C 0.73 -0.55 -0.26
C -0.97 -0.51 1.65
C -1.11 1.23 -0.14
C 0.85 -0.52 -1.79
C 1.73 0.47 0.31
O -1.57 -1.12 -0.61
P 1.29 -2.28 0.29
Cl -4.00 -0.30 0.18
H -3.21 -1.52 -1.70
H -0.81 -1.56 1.85
H -1.99 -0.26 1.93
H -0.30 0.09 2.27
H -1.08 1.41 -1.21
H -0.42 1.91 0.36
H -2.11 1.46 0.22
H 0.12 -1.17 -2.25
H 1.85 -0.87 -2.08
H 0.73 0.49 -2.18
H 1.61 0.60 1.38
H 1.64 1.43 -0.18
H 2.75 0.11 0.13
H 1.61 -1.87 1.59
```

Properties
energy relative to the best compared isomer or geometry (same formula, charge and spin): 78.9 kcal/mol
spin multiplicity: 1
LUMO level (spin up / spin down): 0.505 / -0.929 eV
calculated total energy: -31341.668 eV
net charge: 0

=====

7.
The following is a DFT calculation (wB97M-V/def2-TZVPD) of a molecular structure, C27H39MnN5O6P2 in a non-equilibrium geometry.

XYZ file:
```
80
C27H39MnN5O6P2, DFT wB97M-V/def2-TZVPD
Mn -0.64 -0.65 -0.65
C -0.95 1.74 -4.18
O -0.50 0.83 -5.17
C 0.03 -0.40 -4.87
C 0.67 -1.02 -5.93
C 1.27 -2.27 -5.80
C 1.24 -2.89 -4.58
C 0.60 -2.30 -3.48
C 0.63 -3.03 -2.23
N 0.15 -2.62 -1.12
N 0.36 -3.45 -0.01
C -0.23 -2.92 1.03
O -0.92 -1.82 1.04
C -0.09 -3.63 2.34
C -0.79 -3.16 3.44
C -0.67 -3.79 4.67
C 0.16 -4.89 4.81
C 0.86 -5.37 3.71
C 0.74 -4.75 2.48
C -0.05 -1.05 -3.61
O -0.72 -0.51 -2.62
H -1.18 2.65 -4.72
H -0.17 1.95 -3.44
H -1.83 1.38 -3.66
H 0.68 -0.49 -6.87
H 1.76 -2.72 -6.65
H 1.71 -3.86 -4.44
H 1.14 -4.00 -2.22
H -1.43 -2.30 3.31
H -1.22 -3.42 5.53
H 0.26 -5.39 5.77
H 1.51 -6.24 3.81
H 1.27 -5.11 1.61
C -4.26 3.43 0.41
N -2.82 3.65 0.27
C -2.21 3.66 1.60
N -2.51 2.47 2.40
C -3.96 2.30 2.47
N -4.61 2.22 1.16
C -4.25 1.01 0.44
P -2.43 0.92 0.10
C -2.22 2.62 -0.58
C -1.88 1.28 1.84
H -4.71 3.38 -0.58
H -4.68 4.29 0.94
H -2.59 4.53 2.14
H -1.13 3.76 1.49
H -4.38 3.16 3.00
H -4.19 1.39 3.04
H -4.79 0.97 -0.51
H -4.55 0.13 1.01
H -2.68 2.65 -1.57
H -1.15 2.82 -0.72
H -0.79 1.39 1.85
H -2.10 0.40 2.44
C 1.78 1.20 3.39
C 1.88 0.15 2.31
O 2.32 0.76 1.07
P 1.53 0.47 -0.29
O 1.33 1.90 -0.96
C 2.42 2.81 -1.24
C 2.11 4.13 -0.59
O 2.64 -0.17 -1.24
C 3.22 -1.45 -0.89
C 4.59 -1.25 -0.28
H 1.55 0.73 4.34
H 1.00 1.93 3.17
H 2.73 1.73 3.49
H 0.93 -0.36 2.15
H 2.62 -0.61 2.57
H 2.48 2.89 -2.33
H 3.36 2.39 -0.88
H 1.20 4.57 -1.00
H 2.93 4.83 -0.75
H 1.98 4.01 0.49
H 3.28 -2.00 -1.83
H 2.55 -1.99 -0.23
H 5.25 -0.72 -0.97
H 5.03 -2.23 -0.07
H 4.53 -0.68 0.65
```

Properties
spin multiplicity: 6
LUMO level (spin up / spin down): 0.494 / 0.413 eV
calculated total energy: -98267.458 eV
net charge: 0
<S²>: 8.76

=====

8.
The following is a DFT calculation (wB97M-V/def2-TZVPD) of 2 unconnected molecules or ions with the total composition C4H11NO2 in a non-equilibrium geometry.

XYZ file:
```
18
C4H11NO2, DFT wB97M-V/def2-TZVPD
C -0.75 0.84 -0.48
N 0.26 0.62 0.40
C 0.93 -0.65 0.48
C 0.66 -1.44 1.75
C 0.65 1.66 1.31
O -1.17 1.95 -0.79
H -1.29 -0.06 -0.81
H 0.68 -1.29 -0.37
H 2.00 -0.47 0.32
H -0.35 -1.19 2.11
H 1.30 -1.19 2.60
H 0.59 -2.51 1.58
H -0.07 2.48 1.30
H 1.62 2.09 1.04
H 0.71 1.26 2.33
H 0.12 -1.80 -2.55
H -0.82 -3.03 -2.38
O -0.80 -2.06 -2.38
```

Properties
energy relative to the best compared isomer or geometry (same formula, charge and spin): 23.6 kcal/mol
spin multiplicity: 2
LUMO level (spin up / spin down): 3.580 / 3.435 eV
calculated total energy: -9910.417 eV
net charge: -1
<S²>: 0.75

=====

- What is the formula in the sixth record?
  C7H14ClOP

=====

- Among the records above, which one has the highest spin multiplicity?
  C27H39MnN5O6P2

=====

Please write out number 7 again, unchanged.
The following is a DFT calculation (wB97M-V/def2-TZVPD) of a molecular structure, C27H39MnN5O6P2 in a non-equilibrium geometry.

XYZ file:
```
80
C27H39MnN5O6P2, DFT wB97M-V/def2-TZVPD
Mn -0.64 -0.65 -0.65
C -0.95 1.74 -4.18
O -0.50 0.83 -5.17
C 0.03 -0.40 -4.87
C 0.67 -1.02 -5.93
C 1.27 -2.27 -5.80
C 1.24 -2.89 -4.58
C 0.60 -2.30 -3.48
C 0.63 -3.03 -2.23
N 0.15 -2.62 -1.12
N 0.36 -3.45 -0.01
C -0.23 -2.92 1.03
O -0.92 -1.82 1.04
C -0.09 -3.63 2.34
C -0.79 -3.16 3.44
C -0.67 -3.79 4.67
C 0.16 -4.89 4.81
C 0.86 -5.37 3.71
C 0.74 -4.75 2.48
C -0.05 -1.05 -3.61
O -0.72 -0.51 -2.62
H -1.18 2.65 -4.72
H -0.17 1.95 -3.44
H -1.83 1.38 -3.66
H 0.68 -0.49 -6.87
H 1.76 -2.72 -6.65
H 1.71 -3.86 -4.44
H 1.14 -4.00 -2.22
H -1.43 -2.30 3.31
H -1.22 -3.42 5.53
H 0.26 -5.39 5.77
H 1.51 -6.24 3.81
H 1.27 -5.11 1.61
C -4.26 3.43 0.41
N -2.82 3.65 0.27
C -2.21 3.66 1.60
N -2.51 2.47 2.40
C -3.96 2.30 2.47
N -4.61 2.22 1.16
C -4.25 1.01 0.44
P -2.43 0.92 0.10
C -2.22 2.62 -0.58
C -1.88 1.28 1.84
H -4.71 3.38 -0.58
H -4.68 4.29 0.94
H -2.59 4.53 2.14
H -1.13 3.76 1.49
H -4.38 3.16 3.00
H -4.19 1.39 3.04
H -4.79 0.97 -0.51
H -4.55 0.13 1.01
H -2.68 2.65 -1.57
H -1.15 2.82 -0.72
H -0.79 1.39 1.85
H -2.10 0.40 2.44
C 1.78 1.20 3.39
C 1.88 0.15 2.31
O 2.32 0.76 1.07
P 1.53 0.47 -0.29
O 1.33 1.90 -0.96
C 2.42 2.81 -1.24
C 2.11 4.13 -0.59
O 2.64 -0.17 -1.24
C 3.22 -1.45 -0.89
C 4.59 -1.25 -0.28
H 1.55 0.73 4.34
H 1.00 1.93 3.17
H 2.73 1.73 3.49
H 0.93 -0.36 2.15
H 2.62 -0.61 2.57
H 2.48 2.89 -2.33
H 3.36 2.39 -0.88
H 1.20 4.57 -1.00
H 2.93 4.83 -0.75
H 1.98 4.01 0.49
H 3.28 -2.00 -1.83
H 2.55 -1.99 -0.23
H 5.25 -0.72 -0.97
H 5.03 -2.23 -0.07
H 4.53 -0.68 0.65
```

Properties
spin multiplicity: 6
LUMO level (spin up / spin down): 0.494 / 0.413 eV
calculated total energy: -98267.458 eV
net charge: 0
<S²>: 8.76